Record 1
DFT (ωB97M-V/def2-TZVPD) results for a 2-piece molecular cluster, C3H8O2 overall in a non-equilibrium geometry.

XYZ file:
```
13
Properties=species:S:1:pos:R:3
C -2.3719 1.0432 0.7837
C -1.2664 0.6294 -0.1693
C -0.1427 -0.0520 0.0899
O 0.6162 -0.5639 -0.9485
H -2.9054 1.7991 0.2203
H -2.0710 1.3230 1.7770
H -3.0699 0.1974 0.7530
H -1.4313 0.9019 -1.2104
H 0.2358 -0.0891 1.1021
H 1.5479 -0.3405 -0.8297
O 3.3588 -1.3212 -0.3934
H 4.1313 -1.2590 -0.9734
H 3.3685 -2.2685 -0.2014
```

The LUMO energy comes out at 0.60 eV. As for the HOMO-LUMO gap: 8.982 eV. The calculation puts the HOMO energy at -8.379 eV. As for the SMILES: C/C=C/O.O.

The computed Mulliken charges, all in e, follow: C -0.9662; C -0.1323; C -0.2110; O -0.4728; H 0.2751; H 0.3460; H 0.2503; H 0.2890; H 0.3192; H 0.3065; O -0.6275; H 0.3098; H 0.3140

---

Record 2
DFT (ωB97M-V/def2-TZVPD) results for a 2-piece molecular cluster, C3H8O2 overall.

XYZ file:
```
13
Properties=species:S:1:pos:R:3
C -1.5015 0.3100 -2.8597
O -0.3239 0.4782 -2.6997
H -2.0124 -0.5097 -2.3345
H -2.1076 0.9860 -3.4857
C 0.2916 -0.3360 2.9404
C 0.9479 0.1631 1.6584
O 0.5948 -0.6752 0.5503
H -0.6871 -0.7725 2.7809
H 0.1842 0.5011 3.6100
H 0.9447 -1.0654 3.4034
H 0.5847 1.1769 1.4425
H 2.0337 0.1745 1.7805
H 1.0183 -0.2879 -0.2218
```

The LUMO energy comes out at 0.86 eV. As for the HOMO-LUMO gap: 10.934 eV. The calculation puts the HOMO energy at -10.072 eV. As for the SMILES: C=O.CCO.

The computed Mulliken charges, all in e, follow: C -0.0828; O -0.3699; H 0.2232; H 0.2323; C -1.0239; C -0.1623; O -0.5238; H 0.3049; H 0.3232; H 0.2654; H 0.2704; H 0.2533; H 0.2900

---

Record 3
DFT (ωB97M-V/def2-TZVPD) results for a 2-piece molecular cluster, C3H8O2 overall.

XYZ file:
```
13
Properties=species:S:1:pos:R:3
O 1.2994 -0.2736 -2.7713
C 1.4995 0.1956 -1.6886
O 1.3455 1.4862 -1.3717
H 1.8177 -0.3878 -0.8165
H 1.0881 1.9325 -2.1940
C -1.5587 -0.0372 0.9096
C -0.2468 -0.7460 1.2637
H -1.5146 0.9558 1.3633
H -1.6473 0.1051 -0.1623
H -2.4362 -0.4822 1.3624
H 0.5285 0.0097 1.2058
H 0.0675 -1.5800 0.6355
H -0.2427 -1.1782 2.2641
```

The LUMO energy comes out at 0.80 eV. As for the HOMO-LUMO gap: 11.814 eV. The calculation puts the HOMO energy at -11.014 eV. As for the SMILES: O=CO.CC.

The computed Mulliken charges, all in e, follow: O -0.5015; C 0.2198; O -0.3971; H 0.3489; H 0.3230; C -0.8360; C -0.7594; H 0.2511; H 0.2578; H 0.3156; H 0.1632; H 0.2634; H 0.3512

---

Record 4
DFT (ωB97M-V/def2-TZVPD) results for one molecule with the formula C3H8O2 in a non-equilibrium geometry.

XYZ file:
```
13
Properties=species:S:1:pos:R:3
C 1.1425 -0.8636 -0.3824
C 0.6914 0.1002 0.5522
O 0.6373 1.2842 -0.2555
C -0.8734 -0.2125 0.7682
O -1.4219 -0.1861 -0.5836
H 1.5717 -1.8166 0.2771
H 0.3659 -1.3979 -1.1485
H 2.0476 -0.3533 -0.7909
H 1.2147 0.1201 1.5654
H -0.2398 0.8822 -0.7683
H -0.9735 -1.2220 0.9890
H -1.1644 0.5888 1.5034
H -2.3085 0.2696 -0.5423
```

The LUMO energy comes out at 0.63 eV. As for the HOMO-LUMO gap: 10.174 eV. The calculation puts the HOMO energy at -9.545 eV. As for the SMILES: C[C@@H](O)CO.

The computed Mulliken charges, all in e, follow: C -0.8627; C -0.0362; O -0.6214; C -0.5463; O -0.5524; H 0.2400; H 0.2316; H 0.2788; H 0.3933; H 0.4644; H 0.3610; H 0.3285; H 0.3215

---

Record 5
DFT (ωB97M-V/def2-TZVPD) results for one molecule with the formula C3H8O2 in a non-equilibrium geometry.

XYZ file:
```
13
Properties=species:S:1:pos:R:3
C 1.8538 0.6057 0.0234
O 1.2766 -0.6169 -0.1090
C -0.0083 -0.5306 0.3144
O -0.9679 -0.0149 -0.6856
C -2.0549 0.3045 0.1849
H 1.4115 1.6108 -0.3577
H 1.9830 0.8237 1.1692
H 2.7061 0.4775 -0.5720
H 0.0233 0.3501 1.2001
H -0.1280 -1.5987 0.5270
H -2.5195 1.0521 -0.3690
H -1.8706 0.6186 1.3266
H -2.8187 -0.5575 0.2960
```

The LUMO energy comes out at 1.04 eV. As for the HOMO-LUMO gap: 11.194 eV. The calculation puts the HOMO energy at -10.152 eV. As for the SMILES: COCOC.

The computed Mulliken charges, all in e, follow: C -0.6974; O -0.3286; C -0.1552; O -0.3065; C -0.6122; H 0.2562; H 0.2985; H 0.2978; H 0.2100; H 0.2768; H 0.2443; H 0.2807; H 0.2358

---

Record 6
DFT (ωB97M-V/def2-TZVPD) results for an isolated ion of composition C3H8O2P and charge -1 in a non-equilibrium geometry.

XYZ file:
```
14
Properties=species:S:1:pos:R:3
C -1.0436 1.0373 -0.1363
C -0.0279 -0.0459 -0.4878
C -0.7081 -1.4158 -0.4790
P 0.8967 0.0777 1.2135
O 2.3663 -1.1280 0.9184
O 1.7203 1.4750 0.8670
H -1.5132 0.6271 0.8139
H -0.4750 1.8496 0.1692
H -1.8247 1.3562 -0.9553
H 0.7432 0.1504 -1.1979
H 0.1296 -2.0389 -0.3957
H -1.3319 -1.6765 -1.3758
H -1.4320 -1.2944 0.3341
H 2.5001 1.0264 0.7117
```

The LUMO energy comes out at 4.21 eV. As for the HOMO-LUMO gap: 7.240 eV. The calculation puts the HOMO energy at -3.029 eV. The charge is -1. As for the SMILES: CC(C)P([O-])O.

The computed Mulliken charges, all in e, follow: C -1.2951; C 0.0730; C -1.2204; P 0.0807; O -0.9138; O -0.4161; H 0.3475; H 0.4143; H 0.2396; H 0.4770; H 0.4240; H 0.2946; H 0.2251; H 0.2695

---

Record 7
DFT (ωB97M-V/def2-TZVPD) results for a 2-piece molecular cluster, C3H8O2S overall in a non-equilibrium geometry.

XYZ file:
```
14
Properties=species:S:1:pos:R:3
C 0.2591 -0.2967 0.2293
O 1.3864 -0.4087 -0.6049
C -0.1894 1.1599 0.3712
C -1.3974 1.3836 1.2976
S -3.0205 1.1593 0.4223
H 0.5291 -0.5398 1.2746
H -0.4985 -1.0330 -0.0420
H 0.7046 1.6049 0.8506
H -0.3273 1.7394 -0.5417
H -1.4413 0.5989 2.0576
H -1.2187 2.3253 1.8231
H 1.4396 -1.2484 -1.0739
H 1.5499 -2.8767 -3.0551
O 2.2244 -3.5681 -3.0087
```

The LUMO energy comes out at 5.96 eV. As for the HOMO-LUMO gap: 6.186 eV. The calculation puts the HOMO energy at -0.227 eV. The charge is -2.

The computed Mulliken charges, all in e, follow: C -0.3213; O -0.5191; C -0.4511; C -0.7170; S -0.7549; H 0.1534; H 0.3141; H 0.2100; H 0.3067; H 0.1807; H 0.2931; H 0.2920; H 0.1589; O -1.1455

---

Record 8
DFT (ωB97M-V/def2-TZVPD) results for a 2-piece molecular cluster, C3H8O2S overall in a non-equilibrium geometry.

XYZ file:
```
14
Properties=species:S:1:pos:R:3
O -1.6815 3.2890 -0.7782
C -2.2587 2.2815 -1.0006
O -2.5335 1.8540 -2.3070
H -2.6851 1.5749 -0.2889
H -3.4656 2.1422 -2.3830
C 0.2094 -1.8987 0.8442
S 0.8287 -0.1256 0.8347
C 2.5875 -0.5480 0.6718
H 0.5042 -2.4393 -0.0535
H 0.4435 -2.2919 1.8281
H -0.8714 -1.8071 0.8083
H 2.8506 -1.4074 1.2858
H 3.3195 0.2321 0.9039
H 2.7524 -0.8558 -0.3656
```

The LUMO energy comes out at 0.76 eV. As for the HOMO-LUMO gap: 9.351 eV. The calculation puts the HOMO energy at -8.593 eV. As for the SMILES: O=CO.CSC.

The computed Mulliken charges, all in e, follow: O -0.3902; C 0.1770; O -0.4450; H 0.3275; H 0.3269; C -0.8475; S -0.0409; C -0.8624; H 0.2909; H 0.3033; H 0.2871; H 0.2921; H 0.3099; H 0.2714

---

Record 9
DFT (ωB97M-V/def2-TZVPD) results for a 2-piece molecular cluster, C3H8O2S overall in a non-equilibrium geometry.

XYZ file:
```
14
Properties=species:S:1:pos:R:3
O -1.8622 -3.0658 1.6516
C -1.0675 -2.3186 1.1552
O 0.0893 -1.8601 1.7490
H -1.1112 -1.8632 0.1412
H 0.4375 -1.2141 1.1145
C 1.9852 2.2297 -0.8699
S 0.6375 1.0036 -1.2068
C -0.7231 2.0812 -0.9207
H 2.0656 2.9682 -1.6871
H 1.6320 2.7757 -0.0123
H 2.9010 1.6810 -0.6827
H -0.7332 2.4316 -1.9379
H -0.6369 2.9100 -0.1928
H -1.7382 1.7058 -0.8253
```

The LUMO energy comes out at 0.66 eV. As for the HOMO-LUMO gap: 9.589 eV. The calculation puts the HOMO energy at -8.934 eV. As for the SMILES: O=CO.CSC.

The computed Mulliken charges, all in e, follow: O -0.4448; C 0.3351; O -0.4188; H 0.1641; H 0.3404; C -0.7909; S -0.1039; C -0.8446; H 0.3050; H 0.2449; H 0.3025; H 0.2830; H 0.2816; H 0.3464

---

Record 10
DFT (ωB97M-V/def2-TZVPD) results for a 2-piece molecular cluster, C3H8O2S overall in a non-equilibrium geometry.

XYZ file:
```
14
Properties=species:S:1:pos:R:3
O 2.6683 0.1810 -0.5341
C 2.8102 0.8280 0.4627
O 2.4641 0.4201 1.6947
H 3.1207 1.8690 0.3406
H 1.6708 -0.1283 1.6214
C -2.4104 -0.1217 -0.3081
C -0.9196 -0.1146 -0.6834
S -0.1927 -1.7603 -0.9238
H -2.6957 0.9275 -0.1442
H -2.5877 -0.5916 0.6560
H -3.0431 -0.3940 -1.1542
H -0.6989 0.5071 -1.5487
H -0.4802 0.3323 0.2145
H 0.2942 -1.9544 0.3066
```

The LUMO energy comes out at 0.46 eV. As for the HOMO-LUMO gap: 9.415 eV. The calculation puts the HOMO energy at -8.956 eV. As for the SMILES: O=CO.CCS.

The computed Mulliken charges, all in e, follow: O -0.3805; C 0.1492; O -0.4369; H 0.3490; H 0.3236; C -1.0029; C -0.2988; S -0.1393; H 0.3199; H 0.2923; H 0.3253; H 0.3133; H 0.1183; H 0.0675

---

Record 11
DFT (ωB97M-V/def2-TZVPD) results for a 2-piece molecular cluster, C3H8O2S overall in a non-equilibrium geometry.

XYZ file:
```
14
Properties=species:S:1:pos:R:3
O -0.4971 0.6637 -1.7346
C -1.4801 0.1004 -2.1373
O -2.6732 0.2245 -1.5188
H -1.4384 -0.5003 -3.0354
H -2.2578 0.4410 -0.6515
C 2.1878 -0.1169 -0.0012
C 1.9793 -0.3619 1.4381
S 0.1397 -0.1331 1.8853
H 1.6530 0.7630 -0.4354
H 1.8343 -0.9599 -0.6541
H 3.2283 0.0212 -0.3646
H 1.9711 -1.3693 1.8172
H 2.6116 0.3201 2.0191
H -0.3029 -1.2409 1.2550
```

The LUMO energy comes out at 0.71 eV. As for the HOMO-LUMO gap: 9.748 eV. The calculation puts the HOMO energy at -9.039 eV. As for the SMILES: O=CO.CCS.

The computed Mulliken charges, all in e, follow: O -0.4221; C 0.1492; O -0.4266; H 0.3563; H 0.3395; C -0.8531; C -0.4587; S -0.2324; H 0.2602; H 0.2347; H 0.3366; H 0.3046; H 0.3063; H 0.1055

---

Record 12
DFT (ωB97M-V/def2-TZVPD) results for a 2-piece molecular cluster, C3H8O3 overall in a non-equilibrium geometry.

XYZ file:
```
14
Properties=species:S:1:pos:R:3
O -1.2477 0.9508 -2.3842
C -0.3190 0.4057 -1.8952
O -0.2344 -0.9445 -1.7981
H 0.5851 0.8965 -1.5030
H 0.6894 -1.1662 -1.5894
C -0.7459 0.1444 1.5708
C 0.6087 -0.6244 1.7245
O 1.6607 0.2440 2.1617
H -1.0432 0.1058 0.5279
H -1.5337 -0.4131 2.0660
H -0.6178 1.1677 1.9022
H 0.9167 -0.9333 0.7313
H 0.4632 -1.3762 2.5020
H 1.3745 0.6364 2.9944
```

The LUMO energy comes out at 0.61 eV. As for the HOMO-LUMO gap: 11.103 eV. The calculation puts the HOMO energy at -10.497 eV. As for the SMILES: O=CO.CCO.

The computed Mulliken charges, all in e, follow: O -0.4362; C 0.1455; O -0.4492; H 0.3499; H 0.3706; C -0.7691; C 0.0334; O -0.5498; H 0.1404; H 0.3097; H 0.2882; H -0.0211; H 0.2862; H 0.3015

---

Record 13
DFT (ωB97M-V/def2-TZVPD) results for a 2-piece molecular cluster, C3H8O3 overall in a non-equilibrium geometry.

XYZ file:
```
14
Properties=species:S:1:pos:R:3
C -0.6723 -1.6090 1.8584
C 0.5192 -1.2082 0.9825
C 0.1429 -0.1035 0.0135
O -0.8829 -0.1705 -0.6544
O 1.0401 0.8385 -0.0886
H -1.4684 -1.9161 1.1901
H -0.3999 -2.4410 2.5108
H -0.9613 -0.8113 2.5408
H 1.0014 -2.0272 0.4539
H 1.2874 -0.8121 1.6433
H 0.8396 1.4856 -0.9659
O -0.0646 2.0037 -1.8620
H 0.1264 1.4030 -2.5584
H -0.9165 1.6506 -1.5615
```

The LUMO energy comes out at 0.61 eV. As for the HOMO-LUMO gap: 10.782 eV. The calculation puts the HOMO energy at -10.169 eV. As for the SMILES: CCC(=O)O.O.

The computed Mulliken charges, all in e, follow: C -1.0617; C -0.3237; C 0.6490; O -0.7050; O -0.5715; H 0.2784; H 0.3378; H 0.2987; H 0.2903; H 0.2456; H 0.4443; O -0.6573; H 0.3719; H 0.4032

---

Record 14
DFT (ωB97M-V/def2-TZVPD) results for a 2-piece molecular cluster, C3H8O3 overall in a non-equilibrium geometry.

XYZ file:
```
14
Properties=species:S:1:pos:R:3
O 2.9881 1.8856 0.2889
C 3.8749 2.2903 -0.3575
O 3.8340 2.8454 -1.7157
H 5.0283 2.2657 -0.3367
H 2.8790 2.9864 -2.0885
C -1.9146 -1.2960 -0.4307
C -2.3280 -1.0638 0.9390
O -1.9584 -2.0534 1.9652
H -1.1897 -0.5040 -0.8298
H -1.5781 -2.3562 -0.6926
H -2.7456 -1.2175 -1.0587
H -3.4900 -0.9191 1.1421
H -2.0401 -0.0402 1.5036
H -1.3598 -2.8233 1.6715
```

The LUMO energy comes out at 0.68 eV. As for the HOMO-LUMO gap: 10.215 eV. The calculation puts the HOMO energy at -9.535 eV. As for the SMILES: O=CO.CCO.

The computed Mulliken charges, all in e, follow: O -0.4056; C 0.3035; O -0.4549; H 0.2429; H 0.3134; C -0.8961; C -0.0500; O -0.5497; H 0.2040; H 0.3199; H 0.2854; H 0.1875; H 0.2136; H 0.2862

---

Record 15
DFT (ωB97M-V/def2-TZVPD) results for C3H8O4 as an isolated structure in a non-equilibrium geometry.

XYZ file:
```
15
Properties=species:S:1:pos:R:3
C -0.7133 0.7843 0.4736
C 0.7322 -0.4810 1.1906
C 1.5835 -0.7615 0.0218
O -1.8770 0.4637 -1.8598
O -1.4837 -0.0885 -0.0221
O -0.7091 0.0931 -2.4835
O -1.1267 1.6331 1.4569
H -0.8917 -0.7978 -2.8304
H -2.0514 1.4306 1.6643
H -0.0232 1.3200 -0.1882
H 1.0968 0.1818 1.9666
H 0.1211 -1.2933 1.5645
H 2.4540 -0.1068 -0.0231
H 1.8750 -1.8124 -0.0137
H 1.0134 -0.5653 -0.9176
```

The LUMO energy (spin up / spin down) comes out at -0.93 / 0.05 eV. As for the HOMO-LUMO gap (spin up / spin down): 8.538 / 8.705 eV. The calculation puts the HOMO energy (spin up / spin down) at -9.465 / -8.653 eV.

The computed Mulliken charges, all in e, follow: C 0.1795; C -0.5074; C -0.6766; O -0.1894; O -0.5053; O -0.2480; O -0.4996; H 0.3408; H 0.3442; H 0.3809; H 0.3430; H 0.3169; H 0.2872; H 0.3231; H 0.1106

---

Record 16
DFT (ωB97M-V/def2-TZVPD) results for a 2-piece molecular cluster, C3H8O5P2 overall in a non-equilibrium geometry.

XYZ file:
```
18
Properties=species:S:1:pos:R:3
C -0.1522 -0.3435 1.2154
C -0.7674 -0.1461 -1.1746
C -0.9500 -0.5864 0.2121
O -2.0191 -2.5092 1.7714
O -1.4614 -3.2073 -0.6998
O -3.4413 -1.6983 -0.1466
O 4.2345 2.6349 -0.8587
O 1.9532 1.7592 -0.0292
P 3.0313 2.8242 -0.0436
P -2.0705 -2.0067 0.4042
H 0.5594 0.4538 1.1728
H -0.3764 -0.8437 2.2288
H 2.5904 4.1820 -0.0838
H 0.0317 -0.7337 -1.6298
H -1.7957 0.0044 -1.7835
H -0.5420 0.9305 -1.0319
H -2.3079 -3.6552 -0.8747
H 3.4834 2.9413 1.3517
```

The LUMO energy comes out at 6.27 eV. As for the HOMO-LUMO gap: 8.512 eV. The calculation puts the HOMO energy at -2.239 eV. The charge is -2.

The computed Mulliken charges, all in e, follow: C -0.6790; C -0.9516; C 0.2116; O -0.7771; O -0.5901; O -0.8286; O -0.6840; O -0.4636; P 0.2205; P 0.9269; H 0.4173; H 0.2142; H -0.0412; H 0.2083; H 0.2478; H 0.3587; H 0.2657; H -0.0559

---

Record 17
DFT (ωB97M-V/def2-TZVPD) results for one molecule with the formula C3H8OS in a non-equilibrium geometry.

XYZ file:
```
13
Properties=species:S:1:pos:R:3
C -2.1283 0.0005 -0.3818
S -0.8399 -1.0626 0.2938
C 0.5818 0.0983 0.8911
C 1.4898 0.3505 -0.2387
O 2.1002 -0.9771 -0.4044
H -3.2763 -0.1405 -0.5636
H -1.9576 1.0410 0.3024
H -1.7929 0.2417 -1.5412
H 1.0914 -0.5514 1.5350
H 0.2116 0.9651 1.3460
H 0.8122 0.6902 -1.0625
H 2.2093 1.0554 0.2050
H 1.4988 -1.7110 -0.3812
```

The LUMO energy comes out at 0.87 eV. As for the HOMO-LUMO gap: 9.635 eV. The calculation puts the HOMO energy at -8.766 eV. As for the SMILES: CSCCO.

The computed Mulliken charges, all in e, follow: C -0.6699; S -0.1030; C -1.0992; C 0.0181; O -0.5154; H 0.3173; H 0.1756; H 0.1986; H 0.4134; H 0.4924; H 0.1993; H 0.2688; H 0.3039